Record 1
{"formula": "C14H23BIN4O10P", "method": "ωB97M-V/def2-TZVPD", "elements": ["C", "C", "C", "N", "N", "C", "C", "O", "C", "C", "O", "C", "C", "C", "B", "O", "O", "P", "O", "I", "O", "C", "C", "C", "N", "C", "O", "H", "H", "H", "H", "H", "H", "H", "H", "H", "H", "H", "H", "H", "H", "H", "H", "H", "H", "H", "H", "H", "H", "H", "N", "O", "O", "O"], "coordinates": [[0.9385, 2.2720, 3.2599], [-0.1997, 1.5925, 2.5451], [-0.7533, 2.1098, 1.1271], [-0.9034, 1.0889, -0.0232], [-2.2176, 0.8327, -0.0028], [-2.8493, 0.1233, 1.1246], [-3.6878, 0.9166, 2.3404], [-2.9262, -1.2312, 1.2763], [-3.0970, 0.7171, -1.1430], [-3.2678, -0.5995, -2.1627], [-3.9767, 1.7208, -1.4228], [-0.1368, -0.1996, 0.1669], [1.4910, -0.1372, 0.0378], [2.1577, -0.9970, -1.1789], [1.8145, -2.5899, -1.2431], [2.9708, -3.5154, -1.5216], [0.5038, -3.2509, -1.1130], [2.3367, -0.6470, 1.7230], [4.0705, -0.9320, 1.4589], [1.5037, -2.7741, 2.6017], [2.0046, 1.2603, -0.1520], [1.3229, 1.9550, -1.2241], [-0.3284, 1.6828, -1.3290], [-0.9241, 3.1371, -1.7707], [-0.3226, 0.6777, -2.5014], [-0.4131, 1.2770, -3.7133], [-0.5221, 1.9252, -4.8964], [1.7458, 2.8243, 2.5994], [0.9430, 2.1982, 4.4275], [-0.6754, 0.6316, 3.0704], [-0.0501, 3.0311, 0.8383], [-1.7947, 2.6645, 1.3269], [-4.7981, 0.4848, 2.2912], [-3.7959, 2.0676, 2.0877], [-3.2559, 0.6978, 3.4051], [-4.2564, -1.1806, -1.9077], [-3.3856, -0.2182, -3.2881], [-2.3693, -1.3455, -2.0905], [-0.2969, -0.7436, 1.2183], [-0.6535, -0.9928, -0.5664], [3.3412, -0.9091, -1.0370], [1.9723, -0.5569, -2.2654], [2.9118, -3.6716, -2.5295], [0.2665, -3.4485, -0.1560], [4.3217, -1.8458, 1.8420], [1.4730, 3.1239, -1.0296], [1.8857, 1.7301, -2.2251], [-1.1124, 3.9067, -0.8871], [-1.9725, 3.0956, -2.3400], [-0.1984, 3.7442, -2.5017], [3.7914, -5.4257, 1.8634], [3.2559, -4.3049, 1.8536], [4.3486, -5.8568, 0.8405], [3.7696, -6.1154, 2.8963]], "energy_ev": -59373.255, "fmax_ev_per_a": 11.270, "e_homo_ha": -0.2533, "homo_lumo_gap_ha": 0.1490}

=====

Record 2
{"formula": "C6H11N", "method": "ωB97M-V/def2-TZVPD", "elements": ["C", "C", "C", "C", "C", "C", "N", "H", "H", "H", "H", "H", "H", "H", "H", "H", "H", "H"], "coordinates": [[-0.2513, -0.8565, 1.7987], [0.0565, -0.6334, 0.3158], [-1.1607, -0.7578, -0.5294], [0.7398, 0.7699, 0.1110], [1.6065, 0.8417, -1.1532], [-0.3810, 1.7665, -0.0414], [-1.4685, 1.3694, -0.4226], [0.6524, -0.7788, 2.4136], [-0.6920, -1.8451, 1.9660], [-0.9654, -0.1062, 2.1597], [0.8158, -1.3580, -0.0157], [-2.2841, 0.7823, -0.5678], [-1.9727, -1.3567, -0.1089], [-1.0051, -0.9627, -1.5902], [1.3620, 1.0155, 0.9802], [2.0025, 1.8502, -1.3030], [2.4505, 0.1491, -1.0731], [1.0217, 0.5727, -2.0401]], "energy_ev": -7886.252, "fmax_ev_per_a": 0.656, "e_homo_ha": [-0.2684, -0.2685], "homo_lumo_gap_ha": [0.3021, 0.3021], "e_above_lowest_kcal_mol": 98.7}

=====

Record 3
{"formula": "C4H8N", "method": "ωB97M-V/def2-TZVPD", "elements": ["C", "C", "C", "C", "N", "H", "H", "H", "H", "H", "H", "H", "H"], "coordinates": [[2.2871, 0.0871, 0.1270], [-0.9768, 0.3546, 0.8782], [-0.6086, -1.5445, -0.5761], [2.5054, 1.2463, -0.0309], [-0.4551, -0.1154, -0.2148], [0.0864, 0.4508, -0.8967], [-0.8332, 1.4075, 1.1419], [-1.6767, -0.3507, 1.3375], [0.3260, -1.8916, -0.2851], [-1.2871, -2.1295, -0.0477], [-0.7498, -1.5641, -1.6428], [2.0305, -0.8791, 0.4771], [2.9368, 2.1424, -0.2541]], "energy_ev": -5757.419, "fmax_ev_per_a": 2.593, "charge": 1, "e_homo_ha": -0.5508, "homo_lumo_gap_ha": 0.3540, "e_above_lowest_kcal_mol": 56.4}

=====

Record 4
{"formula": "C23H55NO6", "method": "ωB97M-V/def2-TZVPD", "elements": ["C", "O", "C", "O", "C", "C", "C", "C", "C", "N", "H", "H", "H", "H", "H", "H", "H", "H", "H", "H", "H", "H", "H", "H", "H", "C", "C", "O", "C", "C", "H", "H", "H", "H", "H", "H", "H", "H", "H", "H", "C", "C", "O", "C", "C", "H", "H", "H", "H", "H", "H", "H", "H", "H", "H", "C", "C", "O", "C", "C", "H", "H", "H", "H", "H", "H", "H", "H", "H", "H", "C", "C", "O", "C", "C", "H", "H", "H", "H", "H", "H", "H", "H", "H", "H"], "coordinates": [[2.5271, -2.2939, 0.2479], [1.5758, -1.2278, 0.2403], [0.8822, -1.1336, -0.8870], [1.0981, -1.7722, -1.8627], [-0.1955, -0.0906, -0.8214], [-1.1539, -0.4131, 0.3361], [-2.1241, -1.5618, -0.0320], [-1.6084, -2.9363, 0.4497], [-1.6224, -4.0461, -0.6309], [-0.3506, -4.7813, -0.7636], [2.0963, -3.2469, -0.0191], [2.8714, -2.3790, 1.2715], [3.3984, -2.0694, -0.3497], [-0.7153, -0.0027, -1.7587], [0.3107, 0.8293, -0.5390], [-1.7196, 0.4670, 0.6209], [-0.5702, -0.6964, 1.2027], [-3.0628, -1.3317, 0.4527], [-2.2433, -1.5597, -1.1087], [-0.6147, -2.8573, 0.8753], [-2.2635, -3.2643, 1.2506], [-1.8732, -3.6578, -1.6110], [-2.4077, -4.7487, -0.3744], [0.2246, -4.2373, -1.3962], [0.1122, -4.8013, 0.1360], [0.4319, 5.3784, -3.2200], [-0.4936, 4.2542, -2.7898], [0.0370, 3.4426, -1.7555], [0.3095, 4.0948, -0.5305], [-0.9193, 4.6997, 0.1277], [1.4221, 4.9879, -3.4605], [0.0261, 5.8830, -4.0973], [0.5547, 6.1252, -2.4332], [-0.6577, 3.5892, -3.6382], [-1.4760, 4.6443, -2.5035], [1.0917, 4.8506, -0.6639], [0.7259, 3.3281, 0.1256], [-1.3147, 5.5378, -0.4485], [-0.6715, 5.0701, 1.1232], [-1.7125, 3.9555, 0.2151], [1.9673, 0.1904, 3.2191], [1.0511, -0.9491, 3.6226], [1.5494, -1.7464, 4.6800], [1.7549, -1.0964, 5.9215], [0.4861, -0.5242, 6.5292], [2.9760, -0.1784, 3.0250], [1.5868, 0.6680, 2.3162], [2.0406, 0.9542, 3.9960], [0.9397, -1.6286, 2.7753], [0.0475, -0.5770, 3.8596], [2.5249, -0.3226, 5.8258], [2.1597, -1.8586, 6.5900], [0.0973, 0.3090, 5.9413], [0.6824, -0.1555, 7.5364], [-0.2927, -1.2865, 6.5779], [-5.1621, 6.1462, -6.2786], [-3.6721, 6.4430, -6.2591], [-2.8918, 5.4102, -5.6862], [-2.9443, 4.1550, -6.3418], [-2.4396, 4.1938, -7.7742], [-5.5085, 5.8625, -5.2838], [-5.7179, 7.0244, -6.6085], [-5.4026, 5.3269, -6.9581], [-3.4908, 7.3246, -5.6432], [-3.3106, 6.6838, -7.2651], [-3.9575, 3.7409, -6.2954], [-2.3081, 3.4887, -5.7579], [-3.1011, 4.7735, -8.4204], [-2.3809, 3.1841, -8.1817], [-1.4503, 4.6511, -7.8194], [2.7677, -7.5790, 4.1898], [3.2814, -6.7371, 3.0338], [2.4274, -5.6646, 2.6859], [2.2036, -4.6930, 3.6959], [3.4594, -3.9722, 4.1475], [1.7436, -7.9039, 4.0004], [3.3977, -8.4588, 4.3258], [2.7692, -7.0213, 5.1280], [3.3517, -7.3594, 2.1409], [4.2931, -6.3701, 3.2408], [1.6835, -5.1405, 4.5502], [1.5155, -3.9693, 3.2592], [4.1450, -4.6375, 4.6790], [3.2046, -3.1606, 4.8129], [3.9987, -3.5676, 3.2876]], "smiles": "COC(=O)CCCCCN.CCOCC.CCOCC.CCOCC.CCOCC", "energy_ev": -38516.258, "fmax_ev_per_a": 2.031, "e_homo_ha": -0.3236, "homo_lumo_gap_ha": 0.3490}